Here is C14H20N2O3 in the gas phase from OMol25. Energies are from wB97M-V/def2-TZVPD.

Last columns: bonded neighbours and bond lengths (Å).
Element x y z (Å)
1 C 1.558 2.075 1.375  C2 1.526, H20 1.086, H21 1.085, H22 1.088
2 C 2.886 1.688 0.729  C1 1.526, C3 1.538, H23 1.093, H24 1.093
3 C 2.776 0.948 -0.614  C2 1.538, C4 1.525, C5 1.550, H25 1.096
4 C 1.743 1.572 -1.546  C3 1.525, H26 1.087, H27 1.087, H28 1.086
5 C 2.483 -0.565 -0.446  C3 1.550, N6 1.444, C17 1.514, H29 1.099
6 N 1.235 -0.843 0.226  C5 1.444, C7 1.376, H30 1.012
7 C 0.213 -1.438 -0.478  N6 1.376, O8 1.214, N9 1.366
8 O 0.207 -1.515 -1.690  C7 1.214
9 N -0.792 -1.917 0.312  C7 1.366, C10 1.451, H31 1.008
10 C -2.080 -2.266 -0.258  N9 1.451, C11 1.508, H32 1.094, H33 1.093
11 C -3.071 -1.140 -0.111  C10 1.508, C12 1.387, C16 1.390
12 C -4.187 -1.263 0.705  C11 1.387, C13 1.385, H34 1.081
13 C -5.066 -0.203 0.854  C12 1.385, C14 1.384, H35 1.080
14 C -4.831 0.991 0.197  C13 1.384, C15 1.386, H36 1.080
15 C -3.716 1.123 -0.616  C14 1.386, C16 1.383, H37 1.080
16 C -2.842 0.063 -0.770  C11 1.390, C15 1.383, H38 1.080
17 C 3.610 -1.241 0.305  C5 1.514, O18 1.204, O19 1.333
18 O 3.483 -1.787 1.371  C17 1.204
19 O 4.777 -1.162 -0.334  C17 1.333, H39 0.971
20 H 1.044 2.826 0.782  C1 1.086
21 H 0.906 1.214 1.481  C1 1.085
22 H 1.743 2.493 2.363  C1 1.088
23 H 3.454 1.068 1.426  C2 1.093
24 H 3.463 2.602 0.565  C2 1.093
25 H 3.757 1.001 -1.099  C3 1.096
26 H 1.794 1.106 -2.527  C4 1.087
27 H 1.930 2.637 -1.655  C4 1.087
28 H 0.740 1.425 -1.158  C4 1.086
29 H 2.421 -1.001 -1.452  C5 1.099
30 H 1.348 -1.091 1.200  N6 1.012
31 H -0.791 -1.670 1.289  N9 1.008
32 H -2.449 -3.174 0.229  C10 1.094
33 H -1.894 -2.473 -1.316  C10 1.093
34 H -4.373 -2.194 1.221  C12 1.081
35 H -5.934 -0.311 1.488  C13 1.080
36 H -5.515 1.818 0.315  C14 1.080
37 H -3.531 2.053 -1.133  C15 1.080
38 H -1.976 0.156 -1.408  C16 1.080
39 H 5.476 -1.602 0.177  O19 0.971

**SMILES**: CC[C@H](C)[C@H](NC(=O)NCc1ccccc1)C(=O)O
**HOMO-LUMO gap**: 9.76 eV
**Calculated total energy**: -880.772506 Ha
**LUMO**: 0.66 eV
**Net charge**: 0
**ΔE to the lowest compared entry with this formula, charge and spin**: 2.7 kcal per mole

Here is C14H20N2O3 in the gas phase at a distorted geometry from OMol25. Energies are from wB97M-V/def2-TZVPD.

Last columns: bonded neighbours and bond lengths (Å).
Element x y z (Å)
1 C 0.801 -1.525 2.053  C2 1.614, H20 1.128, H21 1.124, H22 1.100
2 C 1.470 -1.628 0.588  C1 1.614, C3 1.495, C4 1.534, H23 1.093
3 C 2.686 -2.497 0.568  C2 1.495, H24 1.074, H25 1.155, H26 1.124
4 C 0.513 -2.199 -0.466  C2 1.534, N5 1.469, C6 1.483, H27 1.164
5 N 1.190 -2.464 -1.743  C4 1.469, H28 1.056, H29 1.073
6 C -0.534 -1.198 -0.784  C4 1.483, O7 1.264, N8 1.387
7 O -0.792 -0.885 -1.981  C6 1.264
8 N -1.395 -0.889 0.259  C6 1.387, C9 1.402, H30 0.989
9 C -2.217 0.245 0.312  N8 1.402, C10 1.521, C17 1.582, H31 1.111
10 C -1.847 1.484 -0.488  C9 1.521, C11 1.509, H32 1.190, H33 1.143
11 C -0.438 2.012 -0.367  C10 1.509, C12 1.424, C16 1.394
12 C -0.149 3.039 0.577  C11 1.424, C13 1.373, H34 1.054
13 C 1.061 3.679 0.685  C12 1.373, C14 1.401, H35 1.101
14 C 2.104 3.233 -0.137  C13 1.401, C15 1.402, H36 1.088
15 C 1.915 2.249 -1.117  C14 1.402, C16 1.435, H37 1.140
16 C 0.630 1.613 -1.169  C11 1.394, C15 1.435, H38 1.082
17 C -3.697 -0.228 0.015  C9 1.582, O18 1.242, O19 1.341
18 O -4.320 -1.229 0.406  C17 1.242
19 O -4.452 0.807 -0.379  C17 1.341, H39 0.963
20 H 0.358 -0.488 2.095  C1 1.128
21 H 1.602 -1.680 2.824  C1 1.124
22 H 0.139 -2.403 2.065  C1 1.100
23 H 1.830 -0.672 0.197  C2 1.093
24 H 3.355 -2.343 -0.258  C3 1.074
25 H 2.340 -3.599 0.599  C3 1.155
26 H 3.359 -2.274 1.440  C3 1.124
27 H 0.018 -3.137 0.014  C4 1.164
28 H 0.463 -2.951 -2.334  N5 1.056
29 H 1.183 -1.531 -2.273  N5 1.073
30 H -1.653 -1.566 0.933  N8 0.989
31 H -2.213 0.386 1.414  C9 1.111
32 H -2.034 1.283 -1.646  C10 1.190
33 H -2.635 2.249 -0.168  C10 1.143
34 H -0.889 3.361 1.255  C12 1.054
35 H 1.140 4.609 1.269  C13 1.101
36 H 3.002 3.847 -0.173  C14 1.088
37 H 2.757 1.901 -1.803  C15 1.140
38 H 0.683 0.952 -2.024  C16 1.082
39 H -5.334 0.437 -0.259  O19 0.963

**SMILES**: CC(C)[C@H](N)C(=O)N[C@@H](Cc1ccccc1)C(=O)O
**HOMO-LUMO gap**: 9.78 eV
**Calculated total energy**: -880.653326 Ha
**LUMO**: 0.43 eV
**Net charge**: 0
**ΔE to the lowest compared entry with this formula, charge and spin**: 77.5 kcal per mole

Here is C14H20N2O4 in the gas phase at a distorted geometry from OMol25. Energies are from wB97M-V/def2-TZVPD.

Last columns: bonded neighbours and bond lengths (Å).
Element x y z (Å)
1 C -4.156 -1.147 0.808  C2 1.544, H21 1.178, H22 1.186, H23 1.127
2 C -3.068 -0.700 -0.192  C1 1.544, C3 1.510, C4 1.547, H24 1.076
3 C -3.876 -0.664 -1.467  C2 1.510, H25 1.074, H26 1.135, H27 1.076
4 C -2.278 0.596 0.109  C2 1.547, N5 1.437, C18 1.526, H28 1.096
5 N -1.400 0.545 1.245  C4 1.437, C6 1.427, H29 1.056
6 C -0.232 -0.271 1.162  N5 1.427, O7 1.263, C8 1.470
7 O 0.370 -0.675 2.196  C6 1.263
8 C 0.258 -0.781 -0.127  C6 1.470, N9 1.428, C10 1.492, H30 1.095
9 N 0.268 0.262 -1.101  C8 1.428, H31 1.067, H32 1.068
10 C 1.550 -1.517 0.002  C8 1.492, C11 1.634, H33 1.132, H34 1.135
11 C 2.860 -0.549 0.136  C10 1.634, C12 1.365, C17 1.379
12 C 3.421 0.028 1.238  C11 1.365, C13 1.397, H35 1.103
13 C 4.600 0.768 1.127  C12 1.397, C14 1.372, H36 1.187
14 C 5.324 0.875 -0.034  C13 1.372, O15 1.416, C16 1.369
15 O 6.629 1.424 -0.022  C14 1.416, H37 1.190
16 C 4.735 0.291 -1.123  C14 1.369, C17 1.440, H38 1.078
17 C 3.418 -0.291 -1.098  C11 1.379, C16 1.440, H39 1.118
18 C -3.233 1.780 0.237  C4 1.526, O19 1.179, O20 1.439
19 O -3.396 2.287 1.289  C18 1.179
20 O -3.388 2.486 -1.007  C18 1.439, H40 0.974
21 H -5.180 -0.569 0.746  C1 1.178
22 H -4.324 -2.321 0.795  C1 1.186
23 H -3.783 -0.852 1.830  C1 1.127
24 H -2.480 -1.602 -0.180  C2 1.076
25 H -3.209 -0.618 -2.308  C3 1.074
26 H -4.570 -1.554 -1.587  C3 1.135
27 H -4.584 0.138 -1.356  C3 1.076
28 H -1.564 0.694 -0.716  C4 1.096
29 H -1.882 0.808 2.147  N5 1.056
30 H -0.410 -1.572 -0.486  C8 1.095
31 H 1.028 0.911 -0.726  N9 1.067
32 H 0.758 -0.250 -1.900  N9 1.068
33 H 1.482 -2.076 0.984  C10 1.132
34 H 1.754 -2.226 -0.861  C10 1.135
35 H 2.841 -0.155 2.158  C12 1.103
36 H 5.156 1.077 2.129  C13 1.187
37 H 6.424 2.274 0.784  O15 1.190
38 H 5.156 0.511 -2.091  C16 1.078
39 H 2.987 -0.503 -2.108  C17 1.118
40 H -4.008 3.136 -0.631  O20 0.974

**SMILES**: CC(C)[C@H](NC(=O)[C@@H](N)Cc1ccc(O)cc1)C(=O)O
**HOMO-LUMO gap**: 9.51 eV
**Calculated total energy**: -955.838043 Ha
**LUMO**: 0.51 eV
**Net charge**: 0
**ΔE to the lowest compared entry with this formula, charge and spin**: 114.9 kcal per mole

Here is 2 unconnected molecules or ions with the total composition C14H20N2O7 at a distorted geometry from OMol25. Energies are from wB97M-V/def2-TZVPD.

Last columns: bonded neighbours and bond lengths (Å).
Element x y z (Å)
1 N 0.899 0.367 -1.366  C2 1.505, H14 0.969, H15 0.979
2 C 1.197 -0.926 -0.656  N1 1.505, C3 1.575, C11 1.608, H16 1.107
3 C 2.007 -0.799 0.689  C2 1.575, C4 1.544, H17 1.077, H18 1.007
4 C 3.428 -0.225 0.505  C3 1.544, C5 1.465, C10 1.393
5 C 4.440 -0.853 -0.350  C4 1.465, C6 1.404, H19 1.087
6 C 5.682 -0.240 -0.578  C5 1.404, C7 1.404, H20 1.108
7 C 5.871 1.031 -0.013  C6 1.404, O8 1.366, C9 1.399
8 O 7.047 1.719 -0.106  C7 1.366, H21 0.847
9 C 4.964 1.581 0.899  C7 1.399, C10 1.401, H22 1.044
10 C 3.746 0.949 1.184  C4 1.393, C9 1.401, H23 1.098
11 C -0.119 -1.786 -0.315  C2 1.608, O12 1.186, O13 1.317
12 O -0.049 -2.952 -0.111  C11 1.186
13 O -1.248 -1.192 -0.642  C11 1.317, H24 0.851
14 H 0.769 1.119 -0.770  N1 0.969
15 H 1.646 0.590 -1.959  N1 0.979
16 H 1.782 -1.535 -1.373  C2 1.107
17 H 2.010 -1.777 1.141  C3 1.077
18 H 1.513 -0.237 1.362  C3 1.007
19 H 4.246 -1.847 -0.746  C5 1.087
20 H 6.484 -0.752 -1.147  C6 1.108
21 H 7.401 1.503 -0.845  O8 0.847
22 H 5.222 2.508 1.302  C9 1.044
23 H 3.089 1.340 1.972  C10 1.098
24 H -1.166 -0.506 -1.139  O13 0.851
25 N -3.271 -0.876 1.893  C26 1.395, H35 0.867, H36 0.938
26 C -3.676 -0.939 0.559  N25 1.395, C27 1.561, C32 1.521, H37 1.053
27 C -3.557 0.386 -0.257  C26 1.561, C28 1.574, H38 1.167, H39 1.034
28 C -4.224 1.580 0.522  C27 1.574, C29 1.552, H40 1.091, H41 1.050
29 C -4.150 2.945 -0.213  C28 1.552, O30 1.210, O31 1.343
30 O -5.038 3.556 -0.763  C29 1.210
31 O -2.964 3.531 0.016  C29 1.343, H42 0.915
32 C -3.022 -2.121 -0.142  C26 1.521, O33 1.199, O34 1.366
33 O -3.048 -2.159 -1.339  C32 1.199
34 O -2.202 -2.964 0.555  C32 1.366, H43 0.934
35 H -3.959 -0.920 2.418  N25 0.867
36 H -2.691 -0.195 2.175  N25 0.938
37 H -4.700 -1.176 0.504  C26 1.053
38 H -2.432 0.655 -0.415  C27 1.167
39 H -3.994 0.212 -1.178  C27 1.034
40 H -5.272 1.414 0.778  C28 1.091
41 H -3.684 1.747 1.407  C28 1.050
42 H -2.955 4.292 -0.492  O31 0.915
43 H -2.218 -2.685 1.446  O34 0.934

**SMILES**: N[C@@H](Cc1ccc(O)cc1)C(=O)O.N[C@@H](CCC(=O)O)C(=O)O
**HOMO-LUMO gap**: 8.91 eV
**Calculated total energy**: -1181.545866 Ha
**LUMO**: 0.24 eV
**Net charge**: 0
**ΔE to the lowest compared entry with this formula, charge and spin**: 124.7 kcal per mole

Here is 3 unconnected molecules or ions with the total composition C14H20NO10S2 at a distorted geometry from OMol25. Energies are from wB97M-V/def2-TZVPD.

Last columns: bonded neighbours and bond lengths (Å).
Element x y z (Å)
1 C -3.662 2.086 -1.733  N2 1.472, H14 1.117, H15 1.129, H16 1.132
2 N -2.304 2.480 -2.142  C1 1.472, C3 1.475, H17 1.016
3 C -1.595 1.448 -2.922  N2 1.475, C4 1.609, C11 1.582, H18 1.130
4 C -0.539 0.598 -2.055  C3 1.609, C5 1.552, H19 1.112, H20 1.119
5 C -1.115 0.283 -0.648  C4 1.552, C6 1.476, C10 1.453
6 C -0.906 1.134 0.540  C5 1.476, C7 1.450, H21 1.134
7 C -1.524 0.796 1.808  C6 1.450, C8 1.455, H22 1.110
8 C -2.371 -0.380 1.938  C7 1.455, C9 1.447, H23 1.117
9 C -2.555 -1.227 0.780  C8 1.447, C10 1.469, H24 1.115
10 C -1.942 -0.905 -0.516  C5 1.453, C9 1.469, H25 1.110
11 C -2.545 0.523 -3.785  C3 1.582, O12 1.250, O13 1.298
12 O -3.020 1.039 -4.819  C11 1.250
13 O -2.857 -0.691 -3.445  C11 1.298
14 H -4.451 2.322 -2.486  C1 1.117
15 H -3.735 1.012 -1.394  C1 1.129
16 H -3.904 2.691 -0.807  C1 1.132
17 H -1.748 2.834 -1.369  N2 1.016
18 H -0.957 2.004 -3.670  C3 1.130
19 H 0.396 1.199 -2.012  C4 1.112
20 H -0.292 -0.310 -2.659  C4 1.119
21 H -0.271 2.067 0.435  C6 1.134
22 H -1.372 1.469 2.678  C7 1.110
23 H -2.843 -0.572 2.932  C8 1.117
24 H -3.209 -2.127 0.857  C9 1.115
25 H -2.172 -1.603 -1.348  C10 1.110
26 C 3.723 0.856 1.920  C27 1.517, O32 1.429, H33 1.093, H34 1.089
27 C 4.579 1.965 1.339  C26 1.517, O28 1.428, H35 1.088, H36 1.094
28 O 3.872 2.403 0.177  C27 1.428, S29 1.618
29 S 2.283 2.241 0.431  O28 1.618, O30 1.424, O31 1.411, O32 1.614
30 O 1.762 3.501 0.841  S29 1.424
31 O 1.742 1.499 -0.641  S29 1.411
32 O 2.374 1.287 1.729  C26 1.429, S29 1.614
33 H 3.862 -0.081 1.373  C26 1.093
34 H 3.924 0.690 2.977  C26 1.089
35 H 5.578 1.624 1.075  C27 1.088
36 H 4.654 2.810 2.029  C27 1.094
37 C 0.288 -2.670 1.166  C38 1.514, O43 1.438, H44 1.091, H45 1.086
38 C 0.435 -4.142 0.840  C37 1.514, O39 1.433, H46 1.088, H47 1.094
39 O 1.821 -4.310 0.518  C38 1.433, S40 1.614
40 S 2.695 -3.273 1.394  O39 1.614, O41 1.425, O42 1.424, O43 1.608
41 O 3.202 -3.962 2.535  S40 1.425
42 O 3.536 -2.536 0.512  S40 1.424
43 O 1.490 -2.324 1.874  C37 1.438, S40 1.608
44 H 0.241 -2.067 0.258  C37 1.091
45 H -0.587 -2.467 1.777  C37 1.086
46 H -0.194 -4.447 0.007  C38 1.088
47 H 0.213 -4.765 1.711  C38 1.094

**HOMO-LUMO gap**: 6.07 eV
**Calculated total energy**: -2148.963012 Ha
**LUMO**: 2.06 eV
**Net charge**: -1